## i
The following is a DFT calculation (the ωB97M-V functional and the def2-TZVPD basis) of the ion C6H13N2O2 with charge +1.

Geometry (Å):
O  -1.0514  -2.4090  0.7367
O  0.0937  0.5976  -1.1967
N  2.0216  1.1903  1.6268
N  0.7903  3.0879  0.1093
C  0.9760  0.7593  -0.2093
C  1.2422  0.1455  1.0303
C  -1.8901  -0.8903  -0.8537
C  -0.3677  -0.7202  -1.4096
C  1.6156  2.0467  0.0938
C  -1.9309  -2.2746  -0.3416
H  1.0409  -0.8450  1.3810
H  1.8055  1.5164  2.6345
H  1.0363  4.0737  0.0130
H  -0.1557  2.9581  0.1702
H  -1.1890  -3.0890  1.4001
H  -2.5665  -0.8585  -1.6613
H  -0.5506  -0.9201  -2.4405
H  2.5573  2.2371  -0.3619
H  -1.6820  -3.0644  -1.1707
H  3.1059  0.7706  1.7076
H  0.3128  -1.4883  -1.0433
H  -2.2440  -0.2860  -0.0547
H  -2.9703  -2.5380  -0.1601

Summary:
orbital gap	0.3628	hartree
total charge	+1
LUMO level	-3.03	eV

Charges obtained by natural (NBO) population analysis, quoted in units of e: atom 1 (O): -0.765, atom 2 (O): -0.450, atom 3 (N): -0.666, atom 4 (N): -0.731, atom 5 (C): 0.299, atom 6 (C): -0.159, atom 7 (C): -0.437, atom 8 (C): -0.079, atom 9 (C): 0.187, atom 10 (C): -0.058, atom 11 (H): 0.254, atom 12 (H): 0.443, atom 13 (H): 0.423, atom 14 (H): 0.402, atom 15 (H): 0.500, atom 16 (H): 0.221, atom 17 (H): 0.210, atom 18 (H): 0.226, atom 19 (H): 0.154, atom 20 (H): 0.415, atom 21 (H): 0.205, atom 22 (H): 0.219, atom 23 (H): 0.187

## ii
The following is a DFT calculation (the ωB97M-V functional and the def2-TZVPD basis) of the ion C6H13N2O2 with charge +1.

Geometry (Å):
O  -1.8373  0.5823  -0.9699
O  1.5176  2.0580  -0.8477
N  0.4272  -0.2590  0.2070
N  1.5172  0.4341  2.1848
C  0.3287  -0.0698  -1.2091
C  0.8382  1.3621  -1.5051
C  1.4722  -0.0295  0.9758
C  -1.5024  -1.8564  -1.3514
C  -1.1636  -0.4081  -1.7226
C  0.3974  0.7305  3.0105
H  -0.5393  -2.4357  -1.7097
H  -0.4013  -0.2039  0.7431
H  0.5050  1.7030  -2.4625
H  -1.5730  -2.0111  -0.3038
H  -0.1490  1.3500  2.3887
H  1.1474  -0.5835  -1.6991
H  -2.4855  -2.1758  -1.8521
H  0.7747  1.2390  3.8873
H  -2.7279  0.5825  -1.3591
H  -1.1568  -0.1939  -2.8455
H  -0.3078  -0.0601  3.2429
H  2.4717  -0.1838  0.6465
H  2.4467  0.4289  2.5510

Summary:
orbital gap	0.3875	hartree
total charge	+1
LUMO level	-3.06	eV

Charges obtained by natural (NBO) population analysis, quoted in units of e: atom 1 (O): -0.731, atom 2 (O): -0.486, atom 3 (N): -0.540, atom 4 (N): -0.474, atom 5 (C): -0.171, atom 6 (C): 0.459, atom 7 (C): 0.412, atom 8 (C): -0.646, atom 9 (C): 0.108, atom 10 (C): -0.442, atom 11 (H): 0.231, atom 12 (H): 0.418, atom 13 (H): 0.126, atom 14 (H): 0.218, atom 15 (H): 0.216, atom 16 (H): 0.237, atom 17 (H): 0.248, atom 18 (H): 0.250, atom 19 (H): 0.493, atom 20 (H): 0.205, atom 21 (H): 0.225, atom 22 (H): 0.215, atom 23 (H): 0.428

Going by the computed energies, the most stable comes first: ii, i.

## i
The following is a DFT calculation (the ωB97M-V functional and the def2-TZVPD basis) of the molecule C4H6O4.

Geometry (Å):
O  0.5853  0.8572  -0.7980
O  1.5086  -0.4784  0.8082
O  -1.4642  -0.0419  -0.6677
O  0.0354  -2.1236  0.9258
C  -0.1519  -0.2806  -0.8502
C  0.4113  -1.1564  0.3721
C  1.8610  0.4325  -0.3395
C  -1.7703  0.5342  0.6135
H  -1.5514  -0.0930  1.5100
H  2.5401  1.3172  -0.0299
H  -0.0784  -0.7603  -1.7965
H  2.3841  -0.3228  -1.1721
H  -1.4099  1.5008  0.8154
H  -2.8998  0.6150  0.6090

Summary:
orbital gap	0.4029	hartree
LUMO level	0.77	eV

Charges obtained by natural (NBO) population analysis, quoted in units of e: atom 1 (O): -0.514, atom 2 (O): -0.517, atom 3 (O): -0.493, atom 4 (O): -0.526, atom 5 (C): 0.276, atom 6 (C): 0.731, atom 7 (C): 0.193, atom 8 (C): -0.292, atom 9 (H): 0.191, atom 10 (H): 0.221, atom 11 (H): 0.181, atom 12 (H): 0.158, atom 13 (H): 0.187, atom 14 (H): 0.203

## ii
The following is a DFT calculation (the ωB97M-V functional and the def2-TZVPD basis) of the molecule C4H6O4.

Geometry (Å):
O  -1.3362  -0.7324  -0.0426
O  -1.2361  1.5569  0.0915
O  1.2187  -0.7898  -0.0238
O  1.4385  1.4363  -0.0899
C  2.7087  -0.9671  0.0621
C  0.7666  0.4342  -0.0118
C  -2.7785  -0.8806  -0.0124
C  -0.7588  0.4924  0.0181
H  -3.1716  -0.8448  1.0789
H  3.0080  -0.4349  0.9374
H  -2.9577  -1.9522  -0.3295
H  2.7854  -2.0890  0.1600
H  -3.2313  -0.2610  -0.8082
H  3.2611  -0.6592  -0.8560

Summary:
orbital gap	0.4177	hartree
LUMO level	0.72	eV

Charges obtained by natural (NBO) population analysis, quoted in units of e: atom 1 (O): -0.505, atom 2 (O): -0.512, atom 3 (O): -0.484, atom 4 (O): -0.553, atom 5 (C): -0.265, atom 6 (C): 0.678, atom 7 (C): -0.278, atom 8 (C): 0.693, atom 9 (H): 0.205, atom 10 (H): 0.204, atom 11 (H): 0.201, atom 12 (H): 0.203, atom 13 (H): 0.208, atom 14 (H): 0.206

Going by the computed energies, the most stable comes first: ii, i.

## i
The following is a DFT calculation (the ωB97M-V functional and the def2-TZVPD basis) of the molecule C4H6O4.

Geometry (Å):
O  -1.0797  -1.9819  0.9828
O  -1.1255  2.0982  -0.7221
O  0.9809  -1.7569  0.1068
O  0.2120  -0.0767  -1.7518
C  0.7232  1.4402  0.6542
C  -0.3808  1.2509  -0.3397
C  -0.7341  -0.3713  -0.7174
C  -0.1934  -1.4283  0.1541
H  1.4132  0.6011  0.6848
H  -0.6580  -2.7047  1.4745
H  0.2701  1.5816  1.6334
H  1.2750  2.3490  0.4040
H  1.0412  -0.5223  -1.4626
H  -1.7441  -0.4790  -1.1011

Summary:
orbital gap	0.3582	hartree
LUMO level	0.47	eV

Charges obtained by natural (NBO) population analysis, quoted in units of e: atom 1 (O): -0.659, atom 2 (O): -0.535, atom 3 (O): -0.622, atom 4 (O): -0.678, atom 5 (C): -0.731, atom 6 (C): 0.662, atom 7 (C): -0.148, atom 8 (C): 0.750, atom 9 (H): 0.235, atom 10 (H): 0.503, atom 11 (H): 0.249, atom 12 (H): 0.243, atom 13 (H): 0.499, atom 14 (H): 0.230

## ii
The following is a DFT calculation (the ωB97M-V functional and the def2-TZVPD basis) of the molecule C4H6O4.

Geometry (Å):
O  -0.4429  0.8764  -1.0965
O  2.3589  -0.4910  0.9384
O  3.8668  -0.2976  -0.8482
O  1.4296  1.7465  0.7215
C  1.5265  0.4599  0.2133
C  0.2108  -0.2094  -0.4546
C  -0.6259  -0.6084  0.6565
C  2.8445  -0.1290  -0.1945
H  -0.5499  -1.6322  0.9420
H  0.6482  -0.9816  -1.1781
H  0.1057  1.2246  -1.8095
H  -1.5854  -0.1291  0.3827
H  2.0021  2.3689  0.2679
H  -0.2275  -0.0953  1.5199

Summary:
orbital gap	0.3832	hartree
LUMO level	0.36	eV

Charges obtained by natural (NBO) population analysis, quoted in units of e: atom 1 (O): -0.706, atom 2 (O): -0.448, atom 3 (O): -0.554, atom 4 (O): -0.686, atom 5 (C): 0.370, atom 6 (C): 0.084, atom 7 (C): -0.659, atom 8 (C): 0.733, atom 9 (H): 0.233, atom 10 (H): 0.185, atom 11 (H): 0.475, atom 12 (H): 0.253, atom 13 (H): 0.500, atom 14 (H): 0.220

## iii
The following is a DFT calculation (the ωB97M-V functional and the def2-TZVPD basis) of the molecule C4H6O4.

Geometry (Å):
O  1.5920  -0.4851  -0.1734
O  -1.7105  0.2835  0.1653
O  0.2082  -0.1689  1.6716
O  -0.2804  0.0175  -1.6468
C  -1.5450  0.5197  -1.2914
C  1.6594  -0.4070  1.2547
C  -0.5178  -0.4126  0.5200
C  0.3746  0.1520  -0.5089
H  2.0326  -1.3544  1.6200
H  0.5861  1.2483  -0.3622
H  -2.3377  0.0569  -1.8582
H  2.2268  0.4525  1.6548
H  -1.6452  1.6057  -1.4854
H  -0.6431  -1.5079  0.4398

Summary:
orbital gap	0.4060	hartree
LUMO level	0.98	eV

Charges obtained by natural (NBO) population analysis, quoted in units of e: atom 1 (O): -0.523, atom 2 (O): -0.524, atom 3 (O): -0.539, atom 4 (O): -0.494, atom 5 (C): 0.217, atom 6 (C): 0.227, atom 7 (C): 0.331, atom 8 (C): 0.351, atom 9 (H): 0.176, atom 10 (H): 0.127, atom 11 (H): 0.179, atom 12 (H): 0.171, atom 13 (H): 0.158, atom 14 (H): 0.143

Going by the computed energies, the most stable comes first: i, ii, iii.

## i
The following is a DFT calculation (the ωB97M-V functional and the def2-TZVPD basis) of the ion C2H4N3OS with charge +1.

Geometry (Å):
S  1.5436  -1.3568  -0.9232
O  2.0122  2.0541  0.4333
N  2.1891  -0.0829  -0.0319
N  0.0247  -1.1403  -0.5595
N  1.7275  1.2237  -0.3432
C  -2.2053  -0.0668  0.2074
C  -0.9846  -0.7021  -0.1551
H  -2.3338  0.6781  -0.6632
H  3.0190  -0.2716  0.6029
H  -2.0302  0.4715  1.0842
H  -2.9623  -0.8069  0.3484

Summary:
orbital gap	0.3279	hartree
total charge	+1
LUMO level	-5.14	eV

Charges obtained by natural (NBO) population analysis, quoted in units of e: atom 1 (S): 0.838, atom 2 (O): -0.226, atom 3 (N): -0.684, atom 4 (N): -0.495, atom 5 (N): 0.257, atom 6 (C): -0.738, atom 7 (C): 0.688, atom 8 (H): 0.309, atom 9 (H): 0.437, atom 10 (H): 0.304, atom 11 (H): 0.310

## ii
The following is a DFT calculation (the ωB97M-V functional and the def2-TZVPD basis) of the ion C2H4N3OS with charge +1.

Geometry (Å):
S  0.5856  -0.4550  2.1865
O  -1.9727  1.8432  0.5337
N  -1.0526  1.0858  0.6690
N  -0.7105  0.6649  1.8927
N  0.8914  -0.9465  0.6788
C  0.6700  -0.5362  -0.3986
C  0.6228  -0.7676  -1.8150
H  -1.0430  1.2362  2.7707
H  0.8377  0.2554  -2.3807
H  -0.3452  -1.0574  -2.0581
H  1.5165  -1.3228  -2.0790

Summary:
orbital gap	0.2992	hartree
total charge	+1
LUMO level	-5.98	eV

Charges obtained by natural (NBO) population analysis, quoted in units of e: atom 1 (S): 0.822, atom 2 (O): -0.266, atom 3 (N): 0.214, atom 4 (N): -0.593, atom 5 (N): -0.501, atom 6 (C): 0.687, atom 7 (C): -0.751, atom 8 (H): 0.454, atom 9 (H): 0.313, atom 10 (H): 0.295, atom 11 (H): 0.326

Going by the computed energies, the most stable comes first: i, ii.